Model one:
Formula: C3H7N3S
Source: the OMol25 dataset
Level of theory: the ωB97M-V functional and the def2-TZVPD basis

Its LUMO energy is 0.0228 hartree. The value obtained for the HOMO energy is -9.363 eV. For the orbital gap, the calculation gives 9.98 eV.

The geometry in XYZ format:
```
14
C3H7N3S | the OMol25 dataset | the ωB97M-V functional and the def2-TZVPD basis
C -1.489 -1.442 0.969
C 0.496 1.400 0.718
C 1.683 0.878 0.596
N -1.199 -1.675 2.065
N 0.249 -0.318 -1.703
N -1.815 -1.280 -0.283
S -1.179 0.171 -1.245
H 0.154 2.105 -0.109
H -0.284 1.258 1.509
H 2.173 0.259 1.257
H 2.322 1.306 -0.172
H 0.995 -0.111 -1.021
H 0.645 -1.033 -2.212
H -2.751 -1.519 -0.368
```

=====

Model two:
Formula: C3H7N3S
Source: the OMol25 dataset
Level of theory: the ωB97M-V functional and the def2-TZVPD basis

Its LUMO energy is -0.0008 hartree. The value obtained for the HOMO energy is -8.290 eV. For the orbital gap, the calculation gives 8.27 eV.

The geometry in XYZ format:
```
14
C3H7N3S | the OMol25 dataset | the ωB97M-V functional and the def2-TZVPD basis
C 2.139 -0.775 -0.046
C 0.294 1.132 -0.214
C -2.978 -0.330 0.179
H 3.192 -0.702 -0.712
H 1.402 -1.485 -0.505
H 2.578 -1.388 1.149
H 2.110 1.310 -0.181
H -0.402 -0.670 0.438
H -2.989 -1.416 0.524
H -4.045 0.194 0.085
N 1.574 0.571 -0.049
N -0.810 0.216 -0.256
N -2.017 0.585 -0.462
S -0.048 2.757 0.051
```

=====

What should be chosen as the least stable of them? Choose model two.

=====

Model one:
Formula: C3H5FS
Source: the OMol25 dataset
Level of theory: the ωB97M-V functional and the def2-TZVPD basis

Its LUMO energy is -0.0258 hartree. The value obtained for the HOMO energy is -8.949 eV. For the orbital gap, the calculation gives 8.25 eV.

The geometry in XYZ format:
```
10
C3H5FS | the OMol25 dataset | the ωB97M-V functional and the def2-TZVPD basis
C 0.913 -1.810 0.342
C -0.135 -1.113 0.684
C -0.061 1.752 0.001
F -1.467 -1.490 0.562
S -1.068 2.569 -1.026
H 0.724 -2.726 -0.242
H 1.968 -1.622 0.174
H -0.373 1.929 1.032
H -0.122 0.203 0.682
H -0.378 2.308 -2.209
```

=====

Model two:
Formula: C3H5FS
Source: the OMol25 dataset
Level of theory: the ωB97M-V functional and the def2-TZVPD basis

Its LUMO energy is 0.0282 hartree. The value obtained for the HOMO energy is -9.145 eV. For the orbital gap, the calculation gives 9.91 eV.

The geometry in XYZ format:
```
10
C3H5FS | the OMol25 dataset | the ωB97M-V functional and the def2-TZVPD basis
C -0.177 0.820 -0.310
C 0.659 -0.303 -0.408
C 1.189 -0.817 0.629
H -2.400 -0.304 0.242
H 0.035 1.580 -1.168
H -0.448 1.150 0.603
H 1.590 -1.989 0.894
H 0.676 -0.352 1.783
F 0.850 -0.560 -1.669
S -1.972 0.775 -0.596
```

=====

What should be chosen as the least stable of them? Choose model one.

=====

Model one:
Formula: C3H7N4
Source: the OMol25 dataset
Level of theory: the ωB97M-V functional and the def2-TZVPD basis

Its LUMO energy is -0.1365 hartree. The value obtained for the HOMO energy is -13.640 eV. For the orbital gap, the calculation gives 9.92 eV. As for the net charge: +1.

The geometry in XYZ format:
```
14
C3H7N4 | the OMol25 dataset | the ωB97M-V functional and the def2-TZVPD basis
C 0.564 -0.129 -0.375
C -0.884 -0.114 -0.267
C 1.758 0.287 0.635
N 1.370 -0.965 0.517
N -1.578 -0.779 0.652
N -1.551 0.570 -1.194
N 2.440 1.125 1.179
H 0.904 0.008 -1.400
H 1.920 -1.767 0.247
H -2.580 -0.712 0.715
H -1.079 1.061 -1.934
H -2.559 0.554 -1.218
H 2.367 2.120 1.051
H -1.092 -1.260 1.393
```

=====

Model two:
Formula: C3H7N4
Source: the OMol25 dataset
Level of theory: the ωB97M-V functional and the def2-TZVPD basis

Its LUMO energy is -0.1544 hartree. The value obtained for the HOMO energy is -14.591 eV. For the orbital gap, the calculation gives 10.39 eV. As for the net charge: +1.

The geometry in XYZ format:
```
14
C3H7N4 | the OMol25 dataset | the ωB97M-V functional and the def2-TZVPD basis
C -0.736 -1.636 0.049
C -1.501 0.720 0.017
C 1.226 -0.391 0.487
N 0.536 -1.402 0.090
N -1.710 -0.680 0.003
N -0.436 1.231 0.355
N 2.205 -0.003 -0.239
H -1.068 -2.635 -0.034
H -2.504 1.155 -0.132
H 1.143 0.081 1.503
H -2.683 -0.837 -0.208
H -0.317 2.192 0.154
H 3.084 0.581 0.043
H 2.115 -0.262 -1.143
```

=====

What should be chosen as the least stable of them? Choose model one.

=====

Model one:
Formula: C3H7N4
Source: the OMol25 dataset
Level of theory: the ωB97M-V functional and the def2-TZVPD basis

Its LUMO energy is -0.1410 hartree. The value obtained for the HOMO energy is -11.553 eV. For the orbital gap, the calculation gives 7.72 eV. As for the net charge: +1.

The geometry in XYZ format:
```
14
C3H7N4 | the OMol25 dataset | the ωB97M-V functional and the def2-TZVPD basis
C 0.232 0.886 0.217
C 1.641 0.946 0.186
C -0.536 -0.254 0.060
N 2.566 0.084 0.008
N 3.547 -0.476 -0.144
N -0.239 -1.430 -0.570
N -2.002 0.106 0.183
H -0.303 1.867 0.497
H 2.040 1.969 0.470
H -0.725 -2.354 -0.394
H 0.688 -1.610 -0.977
H -2.488 -0.558 -0.514
H -1.970 1.063 -0.018
H -2.452 -0.237 0.996
```

=====

Model two:
Formula: C3H7N4
Source: the OMol25 dataset
Level of theory: the ωB97M-V functional and the def2-TZVPD basis

Its LUMO energy (spin up / spin down) is -0.1997 / -0.2005 hartree. The value obtained for the HOMO energy (spin up / spin down) is -12.638 / -12.641 eV. For the orbital gap (spin up / spin down), the calculation gives 7.20 / 7.19 eV. As for the net charge: +1.

The geometry in XYZ format:
```
14
C3H7N4 | the OMol25 dataset | the ωB97M-V functional and the def2-TZVPD basis
C -0.873 -1.169 -0.023
C -0.137 1.018 0.031
C 1.538 -0.745 -0.007
N -2.436 0.528 -0.016
N -2.100 -0.679 0.007
N 0.167 -0.234 0.000
N 0.433 2.175 -0.007
H -0.670 -2.219 0.040
H 1.915 -0.760 -1.028
H 2.166 -0.105 0.608
H 1.560 -1.752 0.398
H -2.862 -1.367 0.082
H -0.126 3.011 0.103
H 1.424 2.297 -0.190
```

=====

Model three:
Formula: C3H7N4
Source: the OMol25 dataset
Level of theory: the ωB97M-V functional and the def2-TZVPD basis

Its LUMO energy (spin up / spin down) is -0.2198 / -0.2198 hartree. The value obtained for the HOMO energy (spin up / spin down) is -14.016 / -14.015 eV. For the orbital gap (spin up / spin down), the calculation gives 8.04 / 8.03 eV. As for the net charge: +1.

The geometry in XYZ format:
```
14
C3H7N4 | the OMol25 dataset | the ωB97M-V functional and the def2-TZVPD basis
C 2.044 0.655 0.263
C 0.928 1.470 0.876
C 0.570 -0.960 -0.545
N 1.741 -0.286 -0.447
N -0.120 0.860 0.807
N -0.375 -0.268 0.393
N -2.317 -0.401 -0.180
H 3.095 0.839 0.287
H 1.113 2.557 1.061
H 0.142 -0.953 -1.524
H 0.725 -2.096 -0.211
H -2.582 0.259 -0.805
H -2.821 -0.414 0.639
H -2.144 -1.262 -0.614
```

=====

Model four:
Formula: C3H7N4
Source: the OMol25 dataset
Level of theory: the ωB97M-V functional and the def2-TZVPD basis

Its LUMO energy is -0.1581 hartree. The value obtained for the HOMO energy is -14.140 eV. For the orbital gap, the calculation gives 9.84 eV. As for the net charge: +1.

The geometry in XYZ format:
```
14
C3H7N4 | the OMol25 dataset | the ωB97M-V functional and the def2-TZVPD basis
C -0.417 1.468 0.127
C 1.350 -0.574 -0.046
C -2.021 -0.408 -0.072
N 1.766 0.601 -0.047
N 1.014 1.733 0.056
N -0.726 0.235 0.045
N 1.721 -1.794 0.140
H -1.099 2.258 0.077
H -2.640 0.191 -0.770
H -1.771 -1.295 -0.680
H -2.439 -0.293 0.993
H 1.381 2.565 -0.321
H 2.357 -2.048 0.941
H 1.524 -2.639 -0.443
```

=====

What should be chosen as the least stable of them? Choose model three.

=====

Model one:
Formula: C2H8N3O2
Source: the OMol25 dataset
Level of theory: the ωB97M-V functional and the def2-TZVPD basis

Its LUMO energy is -0.2338 hartree. The value obtained for the HOMO energy is -15.706 eV. For the orbital gap, the calculation gives 9.34 eV. As for the net charge: +1.

The geometry in XYZ format:
```
15
C2H8N3O2 | the OMol25 dataset | the ωB97M-V functional and the def2-TZVPD basis
C 0.072 -0.179 -2.518
C 0.640 1.216 1.890
N -1.291 -0.739 1.463
N -0.326 -1.371 -0.443
N -0.432 -0.696 0.617
O 0.554 -1.059 -1.473
O 0.915 0.433 0.842
H -0.393 0.742 -2.176
H -0.513 -0.588 -3.285
H 1.093 0.077 -3.045
H -0.436 1.538 1.946
H 1.206 2.114 1.715
H 0.900 0.802 2.970
H -1.123 -0.051 2.235
H -0.867 -2.237 -0.740
```

=====

Model two:
Formula: C2H8N3O2
Source: the OMol25 dataset
Level of theory: the ωB97M-V functional and the def2-TZVPD basis

Its LUMO energy is -0.1468 hartree. The value obtained for the HOMO energy is -13.270 eV. For the orbital gap, the calculation gives 9.28 eV. As for the net charge: +1.

The geometry in XYZ format:
```
15
C2H8N3O2 | the OMol25 dataset | the ωB97M-V functional and the def2-TZVPD basis
C 1.336 -0.737 -1.258
C 0.996 -1.938 -0.813
N -0.755 0.386 -0.047
N -0.911 -0.807 -0.309
N 0.090 1.638 1.851
O 1.541 0.405 -1.177
O -1.516 -1.118 -1.399
H 0.554 -2.706 -1.372
H 1.535 -2.271 0.020
H -0.247 0.721 0.926
H -0.878 1.171 -0.818
H -0.824 1.437 2.358
H 0.087 2.532 1.438
H 0.849 1.523 2.505
H -1.857 -0.237 -1.903
```

=====

Model three:
Formula: C2H8N3O2
Source: the OMol25 dataset
Level of theory: the ωB97M-V functional and the def2-TZVPD basis

Its LUMO energy is -0.1470 hartree. The value obtained for the HOMO energy is -13.682 eV. For the orbital gap, the calculation gives 9.68 eV. As for the net charge: +1.

The geometry in XYZ format:
```
15
C2H8N3O2 | the OMol25 dataset | the ωB97M-V functional and the def2-TZVPD basis
C -0.505 -1.113 -1.594
C 0.524 0.739 1.350
N 0.391 0.856 -2.497
N 0.006 0.236 -1.509
N -0.168 0.158 2.223
O 0.493 0.564 -3.640
O 1.129 1.849 1.578
H -0.884 -1.257 -2.500
H 0.133 -1.954 -1.513
H -1.170 -1.200 -0.843
H 0.413 0.283 0.308
H 0.688 1.769 -2.276
H -0.156 0.635 3.105
H -0.730 -0.605 1.871
H 1.119 2.368 2.380
```

=====

Model four:
Formula: C2H8N3O2
Source: the OMol25 dataset
Level of theory: the ωB97M-V functional and the def2-TZVPD basis

Its LUMO energy is -0.1790 hartree. The value obtained for the HOMO energy is -15.082 eV. For the orbital gap, the calculation gives 10.21 eV. As for the net charge: +1.

The geometry in XYZ format:
```
15
C2H8N3O2 | the OMol25 dataset | the ωB97M-V functional and the def2-TZVPD basis
C 2.546 0.240 -1.643
C -1.663 0.736 1.623
N 0.625 -0.424 -0.698
N -1.207 -1.509 0.152
N -0.331 -0.388 0.120
O 1.566 0.509 -0.591
O -0.378 0.495 1.061
H 2.908 1.155 -1.963
H 2.006 -0.194 -2.367
H 3.291 -0.407 -1.300
H -1.387 1.563 2.376
H -2.032 -0.284 1.828
H -2.344 1.134 0.881
H -0.907 -2.316 -0.452
H -2.078 -1.162 -0.182
```

=====

What should be chosen as the least stable of them? Choose model one.

=====

Model one:
Formula: CH3BrOS
Source: the OMol25 dataset
Level of theory: the ωB97M-V functional and the def2-TZVPD basis

Its LUMO energy (spin up / spin down) is -0.0837 / -0.0845 hartree. The value obtained for the HOMO energy (spin up / spin down) is -10.028 / -10.026 eV. For the orbital gap (spin up / spin down), the calculation gives 7.75 / 7.73 eV.

The geometry in XYZ format:
```
7
CH3BrOS | the OMol25 dataset | the ωB97M-V functional and the def2-TZVPD basis
C -0.758 -0.469 -0.051
O 0.994 2.640 0.636
S 0.791 0.388 -0.646
Br 2.377 -0.712 0.373
H -1.271 -0.283 -0.983
H -1.386 -0.023 0.660
H -0.747 -1.541 0.012
```

=====

Model two:
Formula: CH3BrOS
Source: the OMol25 dataset
Level of theory: the ωB97M-V functional and the def2-TZVPD basis

Its LUMO energy (spin up / spin down) is -0.1385 / -0.1354 hartree. The value obtained for the HOMO energy (spin up / spin down) is -8.377 / -8.451 eV. For the orbital gap (spin up / spin down), the calculation gives 4.61 / 4.77 eV.

The geometry in XYZ format:
```
7
CH3BrOS | the OMol25 dataset | the ωB97M-V functional and the def2-TZVPD basis
C -1.111 0.090 -0.067
O -0.606 1.279 0.122
S 2.834 0.761 0.018
Br 2.107 -1.190 0.022
H -0.857 -0.450 -0.970
H -2.040 -0.117 0.365
H -0.327 -0.372 0.510
```

=====

What should be chosen as the least stable of them? Choose model one.